--- 1 ---
C2H4ClOP | ωB97M-V/def2-TZVPD

The geometry in XYZ format:
```
9
Properties=species:S:1:pos:R:3:lowdin_charge:R:1
Cl -4.3194 1.3617 0.4184 -0.067
P -4.5384 -0.5012 -0.1741 0.103
O -0.5960 -0.7642 0.1343 -0.194
C -0.0691 -1.8600 0.5090 0.016
C -0.3980 -0.3944 -1.2311 -0.071
H -0.7279 0.5958 -1.3791 0.085
H 0.5356 -2.2492 -0.3149 -0.003
H 0.6107 -0.2742 -1.4190 0.071
H -0.7641 -1.0718 -1.8772 0.060
```

* HOMO level (alpha / beta): -8.3 / -8.3 eV
* HOMO-LUMO gap (alpha / beta): 7.07 / 6.98 eV
* LUMO (alpha / beta): -0.04707 / -0.04894 hartree



--- 2 ---
C2H4ClOP | ωB97M-V/def2-TZVPD

The geometry in XYZ format:
```
9
Properties=species:S:1:pos:R:3:lowdin_charge:R:1
Cl -2.2550 1.5031 -2.8611 -0.041
P -2.4217 -0.1597 -1.7622 0.273
O -0.2087 -0.6025 0.6220 -0.200
C -0.7546 0.2722 -0.1267 -0.280
C 1.1521 -0.5002 1.0636 -0.071
H -0.1382 1.0361 -0.6082 0.017
H 1.2113 -0.0519 2.0847 0.097
H 1.5665 -1.5497 1.1994 0.107
H 1.8483 0.0526 0.3886 0.099
```

* HOMO level (alpha / beta): -7.7 / -7.0 eV
* HOMO-LUMO gap (alpha / beta): 7.73 / 6.37 eV
* LUMO (alpha / beta): 0.00070 / -0.02494 hartree



The most stable arrangement is 2, and the next structure is 0.0568 hartree less stable.



--- 1 ---
C5H19NO5S | ωB97M-V/def2-TZVPD

The geometry in XYZ format:
```
31
Properties=species:S:1:pos:R:3:lowdin_charge:R:1
S 2.6905 0.4477 -2.0856 0.737
O -1.6125 1.5366 -2.0180 -0.074
O 1.7798 -1.9368 0.3710 0.039
O 0.6198 -3.0904 -1.9374 -0.077
O -1.6340 -1.6033 -2.5164 -0.079
O 1.5169 1.5158 2.9929 -0.056
N -0.3321 0.8025 0.6373 -0.054
C -2.4445 0.7364 1.8438 -0.085
C 1.5608 -0.7824 0.6676 -0.207
C 0.6670 0.1033 -0.1787 -0.398
C 1.5302 1.1661 -0.8742 -0.490
C -1.4190 -0.0967 1.0966 -0.255
H -3.3027 0.1215 2.1225 0.075
H -2.7911 1.5522 1.2131 0.074
H 0.1634 -0.5329 -0.8968 0.114
H 1.0038 -2.7610 -1.0771 0.030
H 2.0119 -0.3378 1.5709 0.123
H 1.8202 2.4389 3.0887 0.069
H -1.0050 -0.9108 1.6956 0.112
H -1.3512 1.5710 -1.0762 0.003
H -1.6986 0.5905 -2.1921 -0.003
H 3.6559 0.0502 -1.2418 -0.144
H -2.0407 1.1760 2.7565 0.067
H 2.0064 1.8021 -0.1365 0.079
H -0.8423 -2.1725 -2.3340 0.001
H 1.3333 1.1927 3.8820 0.056
H 0.8396 1.7708 -1.4639 0.064
H 1.3143 -2.9281 -2.5887 0.058
H -1.8508 -0.5420 0.2005 0.107
H 0.0800 1.3010 1.4186 0.080
H -2.2695 -2.1806 -2.9403 0.036
```

* HOMO level: -9.1 eV
* structure (SMILES): CCN[C@H](C=O)CS.O.O.O.O
* HOMO-LUMO gap: 9.09 eV
* LUMO: 0.00074 hartree



--- 2 ---
C5H19NO5S | ωB97M-V/def2-TZVPD

The geometry in XYZ format:
```
31
Properties=species:S:1:pos:R:3:lowdin_charge:R:1
S 2.4096 -3.0878 0.6901 0.683
O 2.7356 2.7314 0.1252 0.025
O 1.5386 -0.4986 -2.4388 -0.051
O 0.3476 -0.6169 1.5441 0.049
O 1.3010 2.1006 -2.3657 0.038
O -2.1235 2.4175 -1.9374 -0.010
N -1.9554 -1.0433 1.2783 0.051
C -0.5659 -1.3402 1.2296 -0.482
C -2.3667 0.3007 1.8604 -0.199
C -1.5122 1.4633 1.4382 -0.118
C -0.3882 -2.7369 0.6474 -0.173
C 0.8656 -2.7790 -0.2059 -0.557
H 1.0090 -3.5576 -0.9334 0.050
H 2.0114 2.6897 -2.1626 0.035
H 1.0360 -1.7973 -0.7237 0.041
H -0.3120 -3.4270 1.5248 0.131
H 2.8494 1.9998 0.6730 0.017
H 2.3403 -2.3698 1.8609 -0.125
H 2.0812 -0.1344 -1.7373 0.044
H -2.0245 2.3297 0.9535 0.077
H -1.6002 3.1482 -2.0896 -0.011
H -2.6216 -1.5126 0.6817 0.118
H -0.8621 1.9253 2.2098 0.080
H 1.4231 1.6746 -3.0803 -0.084
H -1.3981 1.8349 -1.8388 -0.002
H 1.8794 2.9979 0.1000 -0.021
H -2.3724 0.1740 2.9274 0.100
H -0.7342 1.1546 0.7265 0.055
H 1.7005 -1.4245 -2.5476 0.026
H -1.2992 -3.0162 0.1642 0.094
H -3.3923 0.3997 1.4262 0.123
```

* HOMO level: -9.0 eV
* structure (SMILES): CCNC(=O)CCS.O.O.O.O
* HOMO-LUMO gap: 9.50 eV
* LUMO: 0.01874 hartree



The most stable arrangement is 1, and the next structure is 0.0558 hartree less stable.